Record 1
{"formula": "C37H31N5O3Sn", "method": "the ωB97M-V functional and the def2-TZVPD basis", "elements": ["H", "C", "O", "C", "O", "C", "C", "C", "C", "C", "H", "H", "C", "H", "C", "C", "H", "C", "C", "Sn", "O", "C", "C", "C", "C", "H", "C", "N", "C", "N", "H", "H", "H", "H", "C", "C", "H", "H", "H", "H", "C", "C", "H", "C", "C", "H", "N", "C", "H", "H", "H", "N", "H", "H", "C", "H", "H", "H", "C", "C", "H", "C", "H", "C", "H", "C", "H", "H", "C", "N", "C", "H", "C", "C", "C", "H", "C"], "coordinates": [[-0.3714, 1.9744, -4.0470], [0.5254, 2.3329, 1.7772], [-1.9344, 0.4075, -0.0825], [-3.3669, 0.2090, -3.4645], [-6.3928, 0.0476, -1.5960], [1.7370, -3.9924, -1.4244], [-1.6331, -0.1671, 3.2371], [-6.8729, -0.0531, -0.2540], [-2.3601, 0.2888, -2.4592], [-2.7738, 0.2705, -1.1029], [-0.4647, -6.5799, 4.5607], [-0.9390, -5.2925, -0.1932], [3.0902, -0.7109, -1.2128], [5.9356, 0.6245, -3.6793], [-1.8456, 1.7647, 4.6167], [0.0652, -3.2798, 1.3994], [-6.4094, -0.8952, 0.2608], [-0.3460, -4.6502, 1.7783], [5.4731, 2.7125, -3.5065], [-0.0663, -0.2881, 0.1943], [-0.0552, 0.1169, -1.9839], [5.3068, 1.3753, -3.2154], [3.6518, 3.3016, -2.0508], [-5.0829, 0.1232, -1.8042], [0.0342, -3.3008, -3.5265], [0.4297, 0.4373, -4.3811], [4.3081, 1.0026, -2.3242], [2.2697, 0.1172, -0.6308], [2.4546, 1.4781, -0.8103], [0.8332, 1.7320, 0.7032], [2.9616, -1.7752, -1.0524], [-2.8819, -0.0908, 4.9749], [-1.5400, -7.5627, 0.5322], [-1.2942, -8.2180, 2.9049], [-0.9827, 0.4015, -2.7941], [-0.5636, -6.2995, 3.5203], [1.3673, -4.4533, -4.7493], [-0.6135, -3.0412, -4.3536], [-4.4054, 0.1913, 0.2478], [0.9889, 3.2832, 2.0249], [-4.6846, 0.1216, -3.1614], [4.6487, 3.6787, -2.9221], [-2.2694, 2.2844, 5.4658], [-0.9448, 2.4097, 3.7777], [3.4724, 1.9494, -1.7416], [-0.6566, 3.4390, 3.9456], [4.0981, -0.3441, -1.9927], [-0.2326, -5.0142, 3.1191], [-1.2366, 0.7304, -4.9339], [-3.0821, 0.1610, -4.5058], [-1.1242, -2.2460, -2.0584], [-0.7581, 0.4446, 2.4447], [2.8620, -5.0774, -2.8867], [0.1991, -2.5923, 2.2234], [2.0009, -4.4491, -2.7016], [-6.6859, 0.8707, 0.2944], [-5.4434, 0.0436, -3.9278], [0.1329, -4.2988, 3.8476], [-0.8227, -5.5734, 0.8469], [-1.0280, -7.2175, 2.5898], [-7.9408, -0.2197, -0.3331], [-2.1948, 0.4547, 4.3439], [4.7253, -1.0418, -2.3620], [-4.1320, 0.1810, -0.7969], [4.7941, 4.7242, -3.1583], [-0.5256, 0.8950, -4.1315], [-1.8945, -1.1878, 2.9818], [6.2496, 3.0141, -4.1962], [0.5889, -3.2145, -1.1831], [1.7510, 2.3282, -0.1358], [-0.4311, 1.7148, 2.7023], [2.9972, 4.0289, -1.5900], [-1.1637, -6.8508, 1.2548], [-0.2508, -2.8574, -2.2521], [0.2742, -2.8939, 0.1584], [2.3751, -4.2604, -0.5902], [1.1533, -4.0998, -3.7483]], "lowdin_charge": [0.116, -0.005, -0.219, 0.002, -0.031, -0.037, -0.087, -0.038, -0.110, -0.294, 0.114, 0.115, -0.103, 0.125, -0.003, -0.077, 0.098, -0.219, -0.032, 1.470, -0.130, 0.004, 0.006, -0.256, -0.041, 0.096, -0.161, 0.043, -0.278, -0.073, 0.130, 0.124, 0.114, 0.115, -0.340, -0.059, 0.119, 0.119, 0.119, 0.155, 0.024, -0.038, 0.130, 0.025, -0.083, 0.133, 0.156, -0.036, 0.079, 0.115, 0.110, 0.019, 0.118, 0.091, -0.050, 0.103, 0.134, 0.115, -0.024, -0.055, 0.102, -0.007, 0.171, 0.068, 0.120, 0.034, 0.124, 0.123, -0.307, 0.109, -0.249, 0.121, -0.055, -0.029, -0.072, 0.133, -0.038], "lumo_ha": -0.237, "de_lowest_kcal_mol": 31.7, "multiplicity": 1, "total_charge": 2, "homo_lumo_gap_ev": 6.59}

Record 2
{"formula": "C37H31N6O6PbS2", "method": "the ωB97M-V functional and the def2-TZVPD basis", "elements": ["H", "N", "H", "H", "H", "C", "H", "H", "C", "S", "C", "H", "O", "N", "C", "C", "H", "S", "H", "H", "H", "C", "C", "N", "H", "C", "C", "O", "H", "C", "H", "H", "H", "O", "C", "C", "C", "C", "H", "C", "N", "C", "C", "H", "O", "C", "H", "C", "H", "N", "N", "Pb", "H", "C", "C", "C", "H", "C", "O", "C", "H", "C", "C", "H", "H", "C", "O", "C", "H", "C", "C", "C", "H", "C", "C", "C", "H", "C", "H", "C", "H", "H", "C"], "coordinates": [[-16.2320, -7.1839, 1.1046], [-19.8955, -1.6217, 1.6773], [-23.6206, -0.5629, 7.4358], [-16.2027, -1.7267, 7.5131], [-24.8603, 0.6801, 6.9253], [-21.6550, 0.9986, 5.8226], [-16.2995, -1.5764, 5.0437], [-20.8908, -5.9383, 0.1491], [-20.7165, 1.9988, 5.5417], [-14.0679, -1.0350, 0.0735], [-18.5420, 0.9041, 5.6815], [-12.8124, -1.6859, 3.4037], [-18.3611, 0.7861, 2.8079], [-15.9880, -2.8087, 0.0039], [-17.7120, 0.0315, 4.9790], [-20.2741, 1.9616, 0.0152], [-23.4699, 0.3883, 1.4944], [-14.5945, -2.8202, 2.3737], [-17.7434, -6.8359, 2.9279], [-12.5116, 0.0899, 1.5410], [-14.2407, -0.6535, 3.2069], [-15.0473, -2.2980, 0.7660], [-21.1845, -4.9541, -0.1117], [-20.2565, 0.7792, 0.6057], [-21.0097, -0.6130, 4.4077], [-18.3098, -4.7935, 2.7448], [-18.6733, -3.7671, 1.9608], [-20.4669, -3.2990, 3.2390], [-15.1515, -5.0906, 0.1203], [-21.4956, 2.6625, -0.0431], [-22.3424, -1.4861, -1.3742], [-21.5530, 3.6776, -0.4420], [-23.9694, -3.1015, -0.7120], [-18.0310, -4.6511, -1.3407], [-22.3531, 3.6193, 6.1911], [-16.8635, -0.8715, 5.6360], [-23.9227, 0.1831, 6.6402], [-21.1244, 3.3209, 5.6746], [-17.6479, -0.0366, 8.7769], [-22.5252, -4.5936, -0.1222], [-16.6932, -3.8426, 0.5825], [-18.7201, -4.2875, -0.4409], [-23.1919, 2.6222, 6.5938], [-12.0462, -1.5502, 1.2017], [-19.6586, -1.8915, -1.3749], [-20.6452, -2.8464, -1.0454], [-19.3899, 2.4558, -0.4348], [-19.8016, -2.8074, 2.3648], [-18.8378, -4.8336, 3.6725], [-19.4522, 1.6713, 5.0020], [-18.1056, -3.7475, 0.6672], [-18.1386, -0.5546, 0.7229], [-19.2059, -2.1553, -2.2148], [-16.1262, -5.0446, 0.6378], [-16.9157, -1.0169, 6.9869], [-22.5850, 0.8412, 1.0636], [-23.6027, 2.5729, 0.5159], [-17.5484, -5.9468, 2.3262], [-22.2118, -1.6203, 2.0435], [-22.9072, 1.2802, 6.3564], [-20.4244, 4.0599, 5.4378], [-18.4858, 0.8648, 7.0804], [-21.9610, -2.4696, -1.0913], [-19.0603, 1.5266, 7.6847], [-20.2559, -0.7069, 5.9761], [-20.2124, -4.0848, -0.5389], [-17.0160, -0.9532, 2.8691], [-13.5731, -1.3584, 2.7218], [-22.6201, 4.6632, 6.2679], [-17.6956, -0.0648, 3.4546], [-21.3290, 0.2538, 1.0924], [-21.2297, -0.4771, 5.4749], [-24.0403, -0.2727, 5.6765], [-16.6056, -6.1545, 1.3428], [-17.7114, -0.1478, 7.7190], [-22.6461, 2.0994, 0.5381], [-24.2001, 2.8818, 7.0526], [-22.9491, -3.3647, -0.6329], [-21.9619, -1.2711, 5.8143], [-12.9050, -0.9250, 1.4360], [-23.2045, -5.3680, 0.2917], [-19.4878, 1.6279, 3.9610], [-21.1906, -1.0955, 1.6445]], "lowdin_charge": [0.146, 0.009, 0.105, 0.125, 0.074, -0.133, 0.098, 0.116, -0.226, 0.983, -0.237, 0.081, -0.123, -0.012, -0.067, -0.100, 0.135, 0.969, 0.127, 0.098, 0.079, -0.917, -0.015, -0.012, 0.062, 0.040, -0.073, 0.132, 0.167, -0.013, 0.133, 0.114, 0.104, 0.165, -0.099, -0.050, -0.045, -0.027, 0.096, -0.043, -0.095, -0.364, -0.061, 0.084, -0.085, -0.253, 0.130, -0.434, 0.127, 0.092, 0.054, 1.477, 0.144, -0.017, -0.108, 0.031, 0.112, 0.020, 0.107, -0.238, 0.096, 0.007, -0.001, 0.110, 0.077, -0.075, -0.200, -0.465, 0.107, -0.609, -0.237, 0.009, 0.068, -0.016, -0.054, -0.026, 0.133, -0.024, 0.092, -0.498, 0.127, 0.134, -0.447], "lumo_ha": -0.176, "de_lowest_kcal_mol": 38.7, "multiplicity": 1, "total_charge": 1, "homo_lumo_gap_ev": 4.77}

Record 3
{"formula": "C37H32Br2F5N2OP2TeTi", "method": "the ωB97M-V functional and the def2-TZVPD basis", "elements": ["C", "H", "H", "Br", "H", "C", "H", "H", "C", "H", "N", "C", "C", "Ti", "F", "C", "C", "P", "C", "C", "C", "H", "C", "C", "C", "C", "C", "H", "F", "H", "H", "H", "N", "H", "C", "Br", "H", "H", "O", "C", "C", "H", "C", "C", "C", "C", "H", "H", "H", "C", "H", "C", "C", "Te", "F", "C", "H", "H", "H", "C", "H", "C", "C", "C", "C", "P", "H", "H", "H", "C", "F", "H", "C", "H", "H", "C", "H", "C", "C", "C", "H", "H", "F"], "coordinates": [[-2.7098, -0.2790, 0.6783], [6.2994, 3.0690, -0.3178], [-3.0792, 2.5213, 1.9771], [-3.8949, -5.6962, 1.1479], [1.3830, 1.4783, 5.1950], [1.6582, -5.3059, 0.8315], [-1.1731, 2.8663, -2.1650], [-3.5686, 2.4872, -2.2890], [4.3200, 2.2714, -0.4409], [-1.8861, -2.6268, 2.9976], [-0.6915, -3.0462, -0.8650], [3.6760, -5.1164, -0.4273], [-3.8681, -2.2694, 2.2533], [0.9300, -1.7578, -1.2946], [0.5989, -1.5609, -3.0996], [-3.8206, 2.8678, -1.3070], [-2.5801, -4.6399, 0.3237], [-1.8715, 1.1164, -0.1367], [4.8224, 4.6251, -0.3438], [-4.6566, -1.5094, 1.3972], [2.9648, 2.5638, -0.5180], [4.6639, 1.2461, -0.4314], [2.3323, 0.7860, 2.0206], [-0.3034, -4.0060, 0.0083], [-1.9271, -1.0535, 1.5371], [0.3423, 2.1479, 2.0396], [2.5399, 3.8936, -0.4672], [-5.9146, 5.1237, 0.1112], [4.5542, -1.3817, -1.3865], [-0.4254, 2.6964, 1.5169], [1.0517, -5.8082, 1.5698], [-5.2809, 4.2193, -2.1026], [1.9029, -3.5346, -0.8001], [3.1093, 0.2499, 1.4910], [0.7414, 1.8691, -2.0449], [3.6930, -7.1226, 1.5883], [-4.7094, 0.0970, -0.0188], [5.5486, 5.4257, -0.2891], [1.9668, -0.1241, -0.7214], [2.3442, 0.7901, 3.4068], [-1.9927, -2.9269, -1.1958], [1.2428, 1.1294, -2.6745], [-1.6194, 0.7545, -1.9163], [3.4665, 4.9202, -0.3842], [2.9405, -5.7221, 0.6012], [-3.5537, 2.9018, 1.0775], [1.4842, 4.1489, -0.4872], [-0.8696, -0.8344, 1.6350], [-0.7379, 1.8777, -3.5391], [-2.9681, -3.7081, -0.6475], [3.1277, 0.2603, 3.9324], [3.1271, -4.0549, -1.0794], [-4.5321, 3.8762, 1.1801], [3.6263, -1.0207, -3.0428], [5.2482, -1.4138, -3.8188], [-0.7417, 1.9043, -2.4475], [-2.5559, 0.6692, -2.4694], [-0.9734, -5.5478, 1.3785], [-3.9998, -3.6032, -0.9474], [5.2440, 3.3040, -0.3639], [-2.2209, -2.1779, -1.9408], [-2.5008, -2.0479, 2.3185], [1.3131, 1.4534, 1.3300], [-5.1541, 4.3572, 0.0341], [0.3739, 2.1581, 3.4266], [1.5979, 1.3683, -0.4724], [-5.7254, -1.6799, 1.3517], [3.6915, -3.5788, -1.8566], [-4.8086, 4.2640, 2.1527], [-1.2630, -4.7958, 0.6601], [3.0847, -0.2606, -4.6970], [-0.3842, 2.7063, 3.9719], [1.1260, -4.2504, 0.0808], [-1.1123, -0.2076, -2.0571], [1.1973, 2.8281, -2.2730], [-4.0831, -0.5155, 0.6192], [3.1268, 5.9470, -0.3504], [1.3642, 1.4730, 4.1128], [-3.1883, 2.3795, -0.1682], [-4.7970, 3.8523, -1.2059], [-4.3247, -3.0272, 2.8780], [4.6601, -5.4675, -0.6990], [3.9818, 0.7346, -2.6309]], "mulliken_spin": [-0.037, 0.000, 0.000, 0.003, 0.000, -0.039, -0.002, 0.000, -0.001, 0.002, 0.027, -0.020, 0.001, 1.471, 0.008, 0.001, 0.024, 0.040, 0.000, 0.000, -0.003, -0.001, -0.006, 0.103, 0.062, 0.005, -0.001, 0.000, 0.001, 0.000, -0.001, 0.000, 0.028, 0.001, 0.010, 0.009, 0.000, 0.000, -0.071, 0.000, 0.041, -0.004, 0.032, 0.000, 0.089, 0.001, 0.000, -0.028, 0.000, 0.039, 0.000, 0.087, 0.000, 0.032, 0.003, 0.008, 0.000, 0.005, 0.001, 0.000, -0.007, 0.026, 0.003, 0.000, 0.000, -0.018, 0.000, -0.001, 0.000, 0.015, 0.003, 0.000, 0.078, -0.023, 0.001, -0.004, 0.000, 0.000, 0.004, 0.000, 0.000, 0.001, 0.001], "lumo_ha": [-0.126, -0.135], "de_lowest_kcal_mol": 11.7, "multiplicity": 3, "total_charge": 1, "homo_lumo_gap_ev": [5.51, 7.04]}

Number 1: calculated total energy -58282.5498 eV. Number 2: calculated total energy -87008.7664 eV. Number 3: calculated total energy -246573.4441 eV.